(1)
{
  "formula": "C2Cl4O",
  "method": "the ωB97M-V functional and the def2-TZVPD basis",
  "symbols": ["C", "C", "O", "Cl", "Cl", "Cl", "Cl"],
  "coordinates": [[1.160, 0.498, 0.070], [-0.530, -1.325, -0.303], [0.070, -0.234, 0.139], [1.027, 2.169, 0.131], [2.734, -0.195, 0.434], [-0.714, -2.684, 0.878], [-2.144, -0.785, -0.750]],
  "nbo_charge": [0.1860, 0.2148, -0.4992, 0.1050, 0.0268, -0.0213, -0.0121],
  "lumo_energy_ev": [-1.4, -0.5],
  "multiplicity": 1
}



(2)
{
  "formula": "C2ClF2N",
  "method": "the ωB97M-V functional and the def2-TZVPD basis",
  "symbols": ["C", "C", "N", "F", "F", "Cl"],
  "coordinates": [[1.745, -0.454, 0.140], [-1.980, 0.248, 0.429], [0.717, -0.937, 0.170], [-1.279, 1.248, 0.014], [-2.403, -0.371, -0.606], [3.199, 0.266, -0.147]],
  "nbo_charge": [0.1759, 0.6471, -0.3249, -0.3291, -0.3160, 0.1471],
  "lumo_energy_ev": 0.3,
  "multiplicity": 1
}



(3)
{
  "formula": "C2ClF2O2",
  "method": "the ωB97M-V functional and the def2-TZVPD basis",
  "symbols": ["C", "C", "O", "O", "F", "F", "Cl"],
  "coordinates": [[1.806, -0.470, 0.186], [-1.134, 0.726, 0.047], [1.961, -1.322, 0.930], [1.924, 0.337, -0.598], [-0.791, 0.346, -1.349], [-0.720, -0.355, 0.858], [-3.046, 0.738, -0.074]],
  "nbo_charge": [1.0407, 0.2637, -0.5484, -0.5014, -0.4733, -0.4423, -0.3390],
  "total_charge": -1,
  "lumo_energy_ev": 3.5,
  "multiplicity": 1
}



(4)
{
  "formula": "C2ClF4N",
  "method": "the ωB97M-V functional and the def2-TZVPD basis",
  "symbols": ["C", "C", "N", "F", "F", "F", "F", "Cl"],
  "coordinates": [[-1.405, 0.444, 0.025], [1.316, -0.213, -0.006], [-0.477, 1.244, -0.004], [-2.684, 0.822, -0.050], [1.166, -0.763, 1.120], [1.268, -1.031, -1.023], [2.150, 0.800, -0.142], [-1.334, -1.303, 0.081]],
  "nbo_charge": [0.4814, 1.2052, -0.5361, -0.3170, -0.2448, -0.2637, -0.2632, -0.0618],
  "lumo_energy_ev": [-1.0, -1.0],
  "multiplicity": 1
}



(5)
{
  "formula": "C2ClF5",
  "method": "the ωB97M-V functional and the def2-TZVPD basis",
  "symbols": ["C", "C", "F", "F", "F", "F", "F", "Cl"],
  "coordinates": [[-0.756, -0.556, -0.108], [0.152, 0.611, -0.625], [0.108, -1.530, 0.177], [-1.582, -1.005, -0.974], [-1.411, -0.162, 0.983], [-0.283, 1.922, -0.576], [2.118, 0.430, 1.502], [1.654, 0.289, -0.379]],
  "mulliken_spin": [0.0301, 0.8359, 0.0052, 0.0010, 0.0118, 0.0591, 0.6562, 0.4007],
  "lumo_energy_ev": [0.7, -3.6],
  "multiplicity": 3
}



(6)
{
  "formula": "C2ClN2O2",
  "method": "the ωB97M-V functional and the def2-TZVPD basis",
  "symbols": ["C", "C", "N", "N", "O", "O", "Cl"],
  "coordinates": [[0.312, 1.594, -0.139], [-0.267, -1.411, 0.112], [0.059, -0.215, 0.416], [-1.379, -1.096, 0.645], [0.512, 1.623, -1.266], [0.189, 2.196, 0.856], [0.574, -2.691, -0.623]],
  "nbo_charge": [1.0067, 0.2497, -0.5185, -0.4274, -0.6285, -0.6379, -0.0441],
  "total_charge": -1,
  "lumo_energy_ev": 3.4,
  "multiplicity": 1
}



(7)
{
  "formula": "C2ClN3O4",
  "method": "the ωB97M-V functional and the def2-TZVPD basis",
  "symbols": ["C", "C", "N", "N", "N", "O", "O", "O", "O", "Cl"],
  "coordinates": [[0.180, -1.018, -0.316], [0.411, 1.540, 0.916], [1.188, -1.188, -0.925], [0.133, 2.479, 0.274], [-1.155, -1.430, -0.121], [0.020, 3.177, -0.650], [-1.724, -1.025, 0.857], [-1.648, -2.101, -1.006], [2.268, -1.185, -1.380], [0.327, 0.750, 2.349]],
  "mulliken_spin": [-0.1513, 0.0021, 0.2208, -0.0007, 0.3545, 0.0030, 0.5259, 0.7640, 0.2816, 0.0000],
  "lumo_energy_ev": [-0.7, -4.6],
  "multiplicity": 3
}



(8)
{
  "formula": "C2ClN5",
  "method": "the ωB97M-V functional and the def2-TZVPD basis",
  "symbols": ["C", "C", "N", "N", "N", "N", "N", "Cl"],
  "coordinates": [[-1.203, 1.406, 0.017], [-0.853, 0.083, 0.030], [-1.444, 2.530, -0.040], [1.025, -0.133, 0.017], [-1.136, -1.108, -0.007], [1.014, -1.397, -0.009], [-0.091, -1.981, -0.024], [2.687, 0.600, 0.015]],
  "nbo_charge": [0.1679, 0.3000, -0.1650, -0.2416, -0.1685, 0.0228, -0.1064, 0.1908],
  "lumo_energy_ev": -2.0,
  "multiplicity": 1
}